Record 1
15
Properties=species:S:1:pos:R:3:forces:R:3 method="wB97M-V/def2-TZVPD" smiles=C[C@H]1OC12COC2 e_tot_ha=-345.6317 e_above_lowest_kcal_mol=108.7 total_charge=0 homo_lumo_gap_ev=10.11
C 1.5084 -0.3332 0.6666 1.202 0.028 0.215
C 1.1058 0.9015 -0.1595 -1.566 -1.272 1.293
O 0.5579 1.0113 -1.4827 0.433 -0.078 -0.594
C -0.2096 0.3651 -0.5384 -0.826 0.649 -0.460
C -1.4177 0.6103 0.3162 -0.516 0.573 -0.190
O -1.8688 -0.7352 0.0929 -0.315 0.006 -0.011
C -0.7958 -1.0165 -0.8233 0.209 0.008 -0.147
H 0.6311 -0.8345 1.1483 0.594 0.484 -0.380
H 2.0313 -1.1023 0.1108 0.462 -0.007 0.108
H 2.0643 0.0876 1.4872 0.884 -0.374 0.305
H 1.0701 1.8781 0.3389 0.160 -0.487 -0.019
H -1.1975 0.7589 1.3898 -0.030 0.086 -0.462
H -2.0495 1.4014 -0.0682 -0.689 0.066 0.109
H -1.1350 -1.0196 -1.8693 -0.044 -0.095 0.144
H -0.2949 -1.9730 -0.6091 0.044 0.412 0.088

Record 2
108
Properties=species:S:1:pos:R:3:forces:R:3 method="wB97M-V/def2-TZVPD" multiplicity=4 e_tot_ha=-4567.0845 e_above_lowest_kcal_mol=1.5 total_charge=-1 homo_lumo_gap_ev="5.84 / 6.01"
Mn 0.4505 0.9506 -0.9232 0.150 0.188 -1.002
C 4.3134 -0.5125 -3.2236 -0.087 -0.052 0.089
Si 3.2565 -0.8200 -1.6838 0.050 0.115 -0.147
C 4.3262 -1.6602 -0.3614 -0.077 0.050 -0.044
C 1.9738 -2.0809 -2.2416 0.060 0.071 0.063
N 2.4938 0.6102 -1.1152 -0.161 -0.633 0.129
C 3.1885 1.6423 -0.5511 0.099 0.312 0.059
C 4.5870 1.7442 -0.5014 -0.042 0.052 0.016
C 5.2311 2.8206 0.0949 0.019 0.036 0.019
C 4.4939 3.8408 0.6697 0.035 -0.013 0.001
C 3.1039 3.7685 0.6448 0.054 -0.006 -0.030
C 2.4331 2.7047 0.0417 0.073 -0.063 -0.042
N 1.0405 2.5707 0.0563 -0.204 0.166 0.028
Si 0.0112 3.9592 0.2797 0.005 -0.058 0.089
C -1.7639 3.4784 -0.0842 0.095 0.052 -0.013
C 0.4233 5.4147 -0.8509 -0.045 -0.064 0.082
C 0.0548 4.7039 2.0236 0.006 -0.020 -0.041
H 4.6097 -1.4526 -3.6947 0.009 -0.060 -0.003
H 5.2185 0.0589 -3.0232 0.044 0.057 0.037
H 3.7199 0.0526 -3.9453 -0.026 0.029 -0.051
H 4.2552 -2.7473 -0.4403 0.006 -0.055 -0.016
H 3.9903 -1.3724 0.6369 -0.012 0.006 0.035
H 5.3795 -1.3903 -0.4401 0.045 0.020 -0.014
H 2.4966 -2.9787 -2.5804 0.035 -0.038 -0.008
H 1.3830 -1.7101 -3.0798 -0.019 0.036 -0.055
H 1.2844 -2.3798 -1.4514 -0.041 -0.012 0.034
H 5.1891 0.9592 -0.9375 0.021 -0.062 -0.040
H 6.3135 2.8496 0.1093 0.035 0.013 0.007
H 4.9819 4.6814 1.1465 0.014 0.006 0.004
H 2.5307 4.5518 1.1245 -0.025 0.023 0.012
H -1.8510 2.9711 -1.0470 -0.001 -0.035 -0.053
H -2.3665 4.3890 -0.1382 -0.017 0.046 0.006
H -2.2001 2.8444 0.6853 -0.010 -0.058 0.058
H 0.0787 5.2560 -1.8713 -0.012 -0.039 -0.064
H 1.4917 5.6314 -0.8780 0.053 -0.002 -0.009
H -0.0852 6.2985 -0.4561 -0.015 0.045 0.005
H 0.3409 4.0129 2.8170 -0.013 -0.001 -0.051
H -0.9416 5.0795 2.2680 -0.054 0.013 0.013
H 0.7358 5.5565 2.0693 0.036 0.010 0.003
C -4.2041 -4.5501 0.2793 0.017 -0.016 0.020
C -2.6816 -4.3872 0.1643 0.024 -0.018 0.046
C -2.0213 -5.7658 0.0295 -0.025 0.018 0.007
C -2.1841 -3.7298 1.4483 0.028 -0.044 -0.035
C -2.3590 -3.5502 -1.0713 -0.011 0.006 -0.025
C -2.8649 -3.9711 -2.3133 0.012 -0.013 0.025
C -2.6676 -3.2448 -3.4638 0.009 0.009 0.000
C -1.9561 -2.0560 -3.3719 0.055 0.026 0.034
S -1.6073 -0.9200 -4.6309 -0.005 0.023 0.054
C -0.8115 0.0876 -3.4705 0.036 -0.002 0.088
N -0.7783 -0.3751 -2.2454 0.075 0.045 0.019
C -1.4220 -1.6125 -2.1595 -0.114 -0.012 -0.078
C -1.6115 -2.3863 -1.0110 -0.032 -0.016 -0.051
C -0.1521 1.3324 -3.8134 0.012 0.014 0.007
C -0.0929 1.8227 -5.1205 0.011 0.014 -0.011
C 0.6551 2.9538 -5.3760 0.006 0.010 -0.055
C 1.3574 3.5587 -4.3344 0.004 -0.003 0.034
C 1.2858 3.0574 -3.0434 -0.053 0.022 -0.062
C 0.5000 1.9446 -2.7391 0.038 -0.047 0.488
H -4.4445 -5.1106 1.1848 -0.009 -0.014 0.023
H -4.6301 -5.0890 -0.5667 -0.008 -0.010 -0.043
H -4.6889 -3.5751 0.3431 -0.014 0.047 0.007
H -2.2622 -6.3835 0.8970 -0.008 -0.013 0.026
H -0.9364 -5.6664 -0.0273 0.027 0.007 -0.005
H -2.3613 -6.2901 -0.8646 -0.010 -0.018 -0.023
H -2.4970 -4.3249 2.3078 -0.008 -0.025 0.024
H -2.5940 -2.7261 1.5707 -0.019 -0.002 0.000
H -1.0962 -3.6631 1.4752 0.010 -0.002 -0.012
H -3.4330 -4.8893 -2.3704 -0.019 -0.033 -0.013
H -3.0679 -3.5829 -4.4094 -0.014 -0.005 -0.043
H -1.1888 -2.0626 -0.0735 0.020 0.022 0.054
H -0.6110 1.3215 -5.9314 -0.015 -0.019 0.006
H 0.7143 3.3528 -6.3811 -0.001 0.000 0.010
H 1.9717 4.4282 -4.5393 0.004 0.000 0.002
H 1.8657 3.5279 -2.2607 0.012 0.041 -0.008
N 1.6679 1.5978 2.8468 -0.132 -0.015 0.036
C 0.4225 1.5291 3.3164 0.142 0.007 0.022
O -0.5515 1.3963 2.4455 -0.008 -0.037 -0.025
C 0.1144 1.5944 4.6738 0.045 -0.133 -0.200
C 1.1488 1.8308 5.6071 -0.031 0.067 0.050
N 2.0284 2.0424 6.3217 0.108 -0.015 0.069
C -1.2024 1.3208 5.1067 -0.010 0.139 0.031
N -2.2787 1.0984 5.4537 -0.130 -0.101 0.048
H 1.7707 1.8609 1.8696 0.050 -0.025 -0.021
H 2.4366 1.7474 3.4796 0.002 0.023 0.004
C -5.3257 -0.0556 1.0241 0.009 -0.012 -0.002
C -4.6331 -0.2115 2.2156 -0.007 -0.007 -0.016
C -3.2490 -0.1255 2.2324 -0.003 0.049 0.075
C -2.5167 0.1095 1.0640 0.124 -0.011 0.006
C -3.2394 0.3048 -0.1116 0.007 -0.002 -0.014
C -4.6232 0.2162 -0.1398 -0.022 0.002 -0.025
Si -0.6201 0.2252 1.1580 -0.080 -0.045 0.345
C 0.0481 -1.2753 2.1369 -0.194 0.070 0.114
C 1.1050 -2.0496 1.6580 0.038 0.053 -0.015
C 1.6045 -3.1324 2.3695 0.014 -0.009 -0.002
C 1.0522 -3.4698 3.5943 -0.021 -0.011 0.001
C 0.0051 -2.7119 4.1005 0.005 0.006 -0.004
C -0.4847 -1.6331 3.3810 0.053 -0.026 0.092
H -6.4063 -0.1238 1.0060 -0.018 -0.001 0.006
H -5.1648 -0.3877 3.1410 -0.028 -0.002 0.036
H -2.7508 -0.2094 3.1891 -0.123 0.072 -0.121
H -2.7184 0.5589 -1.0224 0.087 -0.032 -0.109
H -5.1506 0.3729 -1.0723 -0.018 0.000 -0.021
H 0.5066 -0.3504 -0.0083 -0.165 -0.052 -0.004
H 1.5713 -1.8032 0.7129 0.013 0.062 -0.067
H 2.4340 -3.6995 1.9662 0.014 -0.020 -0.009
H 1.4374 -4.3125 4.1542 0.011 -0.012 0.015
H -0.4327 -2.9563 5.0595 -0.007 -0.016 0.035
H -1.3026 -1.0705 3.8111 0.157 -0.031 0.054

Record 3
24
Properties=species:S:1:pos:R:3:forces:R:3 method="wB97M-V/def2-TZVPD" multiplicity=2 e_tot_ha=-388.2362 e_above_lowest_kcal_mol=67.9 total_charge=+1 homo_lumo_gap_ev="11.05 / 4.32"
C -0.5868 -0.6421 2.1988 0.628 -1.331 4.090
O -1.8678 -1.0320 2.6790 2.237 0.547 -0.652
C -0.6653 0.1208 0.9196 -0.510 3.087 -0.903
C -0.9963 -0.5713 -0.3169 -0.476 -2.027 -0.216
C -0.0572 -0.2225 -1.3733 2.412 -0.573 -4.475
C 1.2726 -1.0579 -1.4828 0.205 -0.108 3.460
C 2.5230 -0.2606 -1.8749 -1.665 -2.062 -0.992
H -0.1913 -0.0319 3.0761 -0.189 -0.885 -1.385
H 0.1621 -1.5468 1.8966 -1.816 1.346 0.787
H -2.2823 -1.6107 2.0343 -0.682 -0.708 -0.668
H 0.3194 0.5812 0.8871 0.534 -0.204 0.080
H -1.3551 0.9856 0.9825 0.196 -0.406 0.828
H -1.9429 -0.2489 -0.6806 -1.221 -0.252 0.116
H -0.9776 -1.6826 -0.1575 -0.265 0.673 -0.395
H 0.1995 0.8277 -1.5185 -0.117 0.191 0.728
H -0.4857 -0.4344 -2.3984 -0.307 0.236 1.134
H 1.4269 -1.5799 -0.4415 -0.134 0.509 -1.813
H 1.1226 -1.7875 -2.2510 -0.084 -0.820 -0.061
H 2.1303 0.1354 -2.8020 1.091 0.894 -0.422
H 2.8575 0.4053 -1.1609 0.155 1.992 1.312
H 3.3716 -0.9174 -2.0040 0.032 -0.339 -0.591
H -0.3776 2.4550 -0.7359 -1.221 -1.133 -0.527
H 0.4490 3.1059 0.2665 1.068 0.127 3.078
O 0.1971 3.1752 -0.6060 0.129 1.247 -2.513